3 unconnected molecules or ions with the total composition C22H42N3O5, computed with the ωB97M-V functional and the def2-TZVPD basis.

* total charge: -1
* multiplicity: 3
* E_HOMO (alpha / beta): -1.92 / -1.92 eV
* HOMO-LUMO gap (alpha / beta): 4.21 / 3.61 eV

Cartesian coordinates (Å):
1 H 3.71180 4.66876 2.54345
2 H 5.17762 1.63681 6.84439
3 H 5.30852 0.87631 3.40208
4 H -6.73184 -1.61227 -6.75267
5 H -2.82913 -4.55081 -1.85331
6 C 2.96959 4.20575 4.54960
7 H 3.64751 0.73530 0.93989
8 C -4.69167 -5.13118 -5.62678
9 H 5.82202 3.10132 2.96316
10 H 4.71284 0.31537 4.97635
11 C -3.80158 -3.69250 -3.64290
12 H -3.45303 -2.91635 -1.59025
13 C -6.44579 -1.64215 -5.69362
14 H 5.92089 5.44945 3.16340
15 H 1.30565 4.01054 3.07936
16 H -1.32499 -1.03447 1.65109
17 C -1.36407 -0.54731 0.56554
18 C -2.36254 -3.28176 -4.07548
19 N -1.20145 0.97976 0.64479
20 O -0.92204 -1.69243 -1.68019
21 O 1.51753 0.91424 -0.89761
22 H -6.65968 -4.35016 -5.26919
23 C 3.85568 5.01899 3.57279
24 C -5.28377 -2.65837 -5.45520
25 H -6.14374 -0.62736 -5.40913
26 H 0.82025 3.76045 4.77031
27 C 5.78054 3.47290 3.99668
28 C -5.76847 -4.07689 -5.84707
29 C 1.85798 -0.24874 -0.29492
30 H -3.34100 -5.78792 -4.10098
31 H -4.98520 -5.52370 -3.56480
32 C -3.65865 -3.87192 -2.08874
33 H -2.32125 -2.57626 -4.90181
34 H -3.78728 -1.23220 -6.21274
35 C -4.18942 -5.09779 -4.19193
36 H -1.76147 -4.15429 -4.36054
37 H -6.07672 -4.09532 -6.90066
38 H 4.00553 5.06960 6.32279
39 H 6.37341 0.89942 4.79945
40 H 3.55393 6.07461 3.57552
41 O 3.01559 2.12077 3.47344
42 C 3.29028 -0.32933 0.56492
43 C 5.33394 4.92474 3.92695
44 H 2.42790 4.33958 6.67939
45 O -5.86234 -2.66344 -3.18087
46 H -1.83075 -2.77008 -3.26314
47 H -7.35544 -1.89881 -5.13954
48 C 5.33710 1.06937 4.48070
49 H -3.85954 -4.99597 -6.32498
50 C 4.87906 2.52725 4.84509
51 H 3.13158 -1.08844 1.45565
52 N -4.75344 -2.60294 -4.04615
53 H -3.37919 -2.91940 -6.58128
54 H 6.81443 3.44102 4.36330
55 C 2.99857 4.90803 5.93490
56 C -4.20330 -2.21178 -6.47806
57 H -5.10894 -6.12212 -5.84300
58 O 1.08186 -1.49795 -0.35852
59 H -4.63039 -2.11986 -7.48456
60 C -0.35988 -1.25444 -0.52032
61 C 5.21212 2.62290 6.36384
62 H 6.21549 3.03351 6.53268
63 C 1.47664 4.33965 4.11028
64 H 2.54943 5.90746 5.87732
65 H -2.47691 -0.71735 0.17862
66 H 5.54559 5.43431 4.87234
67 H 4.10848 -0.73313 -0.19685
68 H -4.55481 -4.30639 -1.63091
69 N 3.40826 2.76870 4.66005
70 H 1.14482 5.38469 4.15592
71 H -1.34780 1.39949 -0.32156
72 H 4.51507 3.22251 6.94422

A molecular structure, C48H62As3ClCsF3N6O4P, computed with the ωB97M-V functional and the def2-TZVPD basis.

* total charge: -1
* ΔE to the lowest compared entry with this formula, charge and spin: 142.3 kJ/mol
* E_HOMO: -3.69 eV
* HOMO-LUMO gap: 5.52 eV

Cartesian coordinates (Å):
1 C -0.07110 0.46354 4.32305
2 C 2.30922 2.90838 0.78103
3 H -1.27834 4.43140 2.15138
4 C 2.31337 -3.89778 3.58916
5 C -1.35518 4.50612 4.27805
6 H 1.88860 5.94838 -2.55811
7 H -1.83789 -7.77907 -5.08949
8 H 1.72102 3.19928 1.64925
9 C -0.72505 2.51369 2.96723
10 H -0.78613 2.82567 -6.01254
11 Cl -1.41608 4.61504 7.00459
12 Cs 0.63649 -0.50626 0.60129
13 H -3.74981 3.74682 -3.45261
14 C 0.74074 -1.55217 3.53391
15 C -1.58056 7.76279 -4.14154
16 C -4.68700 -0.82718 -0.29700
17 H -0.58020 1.96766 6.36571
18 H -2.23306 2.47768 0.86812
19 As -1.40714 2.69984 -3.57626
20 H 0.68261 -7.92303 -0.91209
21 C 0.46519 4.45069 -0.77897
22 C -5.34321 1.30469 0.64906
23 H -3.67800 3.25691 0.11551
24 H -2.42033 2.06500 -1.52457
25 C -1.17869 -4.04138 -2.57654
26 N -2.99475 1.52156 -0.84851
27 C -1.49456 -3.86796 1.94915
28 C -1.33699 4.62974 -2.63754
29 C 2.55774 2.57018 -2.07219
30 H -5.41954 -1.34095 0.33082
31 H -3.06196 3.93752 -5.06378
32 H -4.76304 2.18935 -1.75155
33 C -3.19041 3.23531 -4.23826
34 H 1.33426 8.17463 -3.57915
35 C -0.77154 -5.07929 1.91018
36 H -1.66924 5.54206 4.31090
37 C -3.21666 2.31582 0.42274
38 H 0.38320 6.97724 -0.75668
39 C 0.83130 -7.22456 -2.94970
40 H 1.38537 4.48240 -3.40349
41 C -0.32745 3.25626 -5.12513
42 C 1.38569 -7.98011 -1.74493
43 O 2.11483 -1.96623 -0.66282
44 N 0.39640 -5.86277 -2.57732
45 H -1.20715 -5.95050 1.43792
46 H -3.73951 2.36653 -4.59497
47 C 1.01236 -3.93831 3.03516
48 H 1.46103 9.01308 -2.02028
49 H 2.43150 -0.61884 4.40346
50 N 0.03862 -0.35941 3.35413
51 C 0.21136 -2.77639 3.00785
52 C 0.47935 -5.10754 2.45011
53 C 1.98223 -3.19608 -0.44790
54 C 1.03584 5.43384 -3.01284
55 O -0.54085 1.97917 1.82759
56 H 0.06673 -8.95082 -3.93249
57 H 1.51933 -9.02894 -2.01385
58 H -1.28152 6.45638 -0.67404
59 C -1.75277 0.73966 -4.81353
60 H -2.48046 -3.80912 1.49575
61 N -1.03791 -2.76429 2.47498
62 O -0.86516 -2.33339 -0.97563
63 H -4.13700 0.64770 -2.39080
64 H -1.74074 5.35441 -3.34952
65 C -0.39922 -3.32426 -1.54643
66 H -2.57450 7.32367 -4.07845
67 C -1.14227 3.88192 3.07623
68 H 0.69467 2.88629 -5.04674
69 H -1.04571 -8.24376 -2.76294
70 C -1.51348 -5.91734 -4.08715
71 O 2.62801 -3.92048 0.32872
72 C -4.32982 1.22389 -1.48702
73 H 3.22047 1.74269 -1.81240
74 C -3.44740 0.38753 1.85081
75 H 1.08979 -6.00189 2.41798
76 As 1.10282 2.57037 -0.74263
77 H -0.94560 -0.01164 -4.77546
78 C -2.35828 -3.45576 -3.05331
79 H 1.61752 -7.12951 -3.70819
80 F -4.23054 -3.57104 -4.47214
81 C -2.67255 -5.32789 -4.53499
82 H 0.19780 0.13759 5.33925
83 H 2.34736 -7.60168 -1.40600
84 C -2.19167 0.28268 -0.59144
85 H -1.99519 -0.18459 -1.55555
86 C 0.84181 8.87454 -2.90685
87 H -2.52137 0.65734 2.36152
88 H 2.99010 3.71309 0.49873
89 H -4.62828 -1.38169 -1.23688
90 C -1.15614 3.80850 5.47214
91 C 2.79392 -2.73054 4.09898
92 H -5.83149 2.24870 0.39262
93 H 0.73840 9.83921 -3.40436
94 H -3.26839 -5.79812 -5.30756
95 C -0.32625 -8.00630 -3.55306
96 C -0.53903 1.83039 4.22209
97 H -1.65105 8.69222 -4.70941
98 H -5.98508 0.75195 1.33592
99 C -0.45259 6.61363 -1.36944
100 C -0.08423 5.23891 -1.99175
101 H -0.31225 4.34240 -5.19854
102 C 1.18767 -5.12289 -1.75302
103 H -1.24359 0.62721 -0.18454
104 H 2.12325 -5.57176 -1.45173
105 C 0.89957 -3.89078 -1.27636
106 C -0.74724 2.50149 5.43654
107 N -4.08396 1.60346 1.31384
108 H 3.12606 3.50085 -2.06471
109 N -5.18942 0.52612 -0.57905
110 C -0.76410 -5.28347 -3.07540
111 C -1.01324 -7.21530 -4.65161
112 C -3.08184 -4.10744 -4.00766
113 F -2.84175 0.06240 -4.15841
114 F -2.15656 0.75368 -6.16190
115 P -3.03426 -0.89762 0.56901
116 H -2.65906 -2.48799 -2.67923
117 H -0.29787 -7.01702 -5.45726
118 H 0.69425 6.02909 -3.85959
119 As -0.94518 8.26661 -2.34924
120 H -4.11591 -0.05693 2.59231
121 H -0.28977 4.44696 0.01578
122 C 2.01248 -1.55646 4.05801
123 H 3.79794 -2.68122 4.50079
124 H -0.91842 7.07626 -4.66486
125 H 2.92285 -4.79172 3.55768
126 H -2.10568 4.54254 -1.84730
127 H 1.30737 5.02999 -0.38400
128 H 2.88391 2.01510 1.03128
129 H 2.16526 2.38363 -3.07023

A molecular structure, C44H55AsCdIN4O10PS2, computed with the ωB97M-V functional and the def2-TZVPD basis.

* total charge: -2
* E_HOMO: -2.82 eV
* HOMO-LUMO gap: 6.99 eV

Cartesian coordinates (Å):
1 C -3.37990 1.96810 -3.02470
2 C 5.00670 0.01020 -1.60900
3 C -2.38810 -2.37770 -2.81500
4 H -2.04020 -4.81120 4.23380
5 O 3.21590 -3.92860 2.27700
6 C 0.61200 3.08670 -1.79500
7 H -1.32090 2.56200 -6.12980
8 C -4.02780 1.53680 -4.34890
9 H -1.79320 3.36100 -3.52080
10 S 2.91380 -1.71470 -2.37650
11 H 6.36630 0.89510 1.34950
12 H 1.35150 -8.00090 -5.53760
13 O 0.45200 -1.37740 -3.89260
14 O 0.34350 -3.22160 -1.29150
15 C -0.58980 -6.95560 -2.16320
16 C -2.51860 -4.41640 -4.65300
17 C -2.33030 4.44730 -0.62560
18 O 0.78670 -2.87950 1.79140
19 C 1.17820 4.17160 -4.02400
20 C 5.87660 0.61830 -0.71370
21 C -3.68140 -3.78550 -4.23020
22 H -3.91670 2.83170 -2.62200
23 H 1.13900 5.15620 -2.12420
24 H 2.87540 -7.25060 -5.03430
25 C -3.43380 4.87040 0.35670
26 H -0.45070 4.74100 -2.73740
27 H -2.15990 4.62950 2.06030
28 H -2.21440 -6.40430 2.48620
29 As 2.26360 -2.35260 2.27580
30 H -2.58310 -5.21470 -5.38230
31 H 2.03490 1.52000 -1.41780
32 H -0.58300 -7.91790 -4.06620
33 H 4.54350 -0.58190 2.16350
34 C 2.96920 3.01110 -2.66150
35 C -1.89590 2.31650 -3.20100
36 C 3.81780 -1.02870 0.20680
37 N -0.85610 -1.10310 -1.55330
38 O 1.19930 -2.58560 -3.66210
39 C -3.22930 2.77470 1.73700
40 H -3.40170 3.31670 -5.37450
41 H -4.21800 2.44290 2.06260
42 O 2.83900 -1.83750 0.57280
43 C -1.93330 -3.39410 1.16750
44 C -1.27970 -4.04010 -4.14690
45 C -1.91590 -4.41700 2.12230
46 C 1.21420 -6.79490 -3.76010
47 C -1.93270 -1.77450 2.77580
48 H -1.87990 -0.71520 2.99340
49 H -3.46660 1.15000 -2.30760
50 H -1.85620 0.89360 -6.30880
51 H -1.95540 -3.61930 0.10690
52 O -3.07870 -0.72580 -1.24180
53 C 0.57160 4.37350 -2.63860
54 I 0.68970 0.73690 1.76410
55 H 2.93580 3.22060 -4.81490
56 C -3.36690 2.23510 -5.53210
57 H 1.91480 -5.01840 -0.97510
58 O 1.54180 -1.16380 -1.75290
59 C 0.10670 -6.14070 -1.27990
60 H -1.03710 3.11540 0.46670
61 H 3.27120 4.72000 -3.95310
62 H 2.99520 -4.30150 1.41990
63 C 1.89940 -5.97600 -2.86890
64 H 5.12100 0.15670 -2.67700
65 C 3.97620 -0.78900 -1.16530
66 O -1.60830 -7.59570 0.52820
67 H 3.22230 3.69410 -1.84720
68 H -0.23420 1.48200 -4.33520
69 S 0.17760 -2.19830 -2.34700
70 C 1.36700 -5.66890 -1.63550
71 H -1.53320 0.37400 -4.03420
72 H -2.72650 4.49230 -1.64170
73 C -2.00690 -4.04980 3.46440
74 C 4.69140 -0.41040 1.10420
75 C -1.82150 3.03800 -0.29710
76 H -4.50980 -2.24400 -2.94940
77 C -2.93670 2.21520 0.34380
78 H -2.49050 2.37930 2.43310
79 H -4.40230 4.49930 0.01440
80 C -1.31200 -6.42160 0.69220
81 H -3.49640 5.96300 0.39430
82 C 1.79930 -7.10510 -5.10910
83 N -0.44230 -5.72070 -0.05910
84 H -0.36860 -4.52650 -4.46280
85 H -2.07910 -2.39530 4.82650
86 H 1.05060 5.08070 -4.62180
87 H -3.91400 2.02440 -6.45630
88 C 2.66480 3.80880 -3.93510
89 C -0.02730 -7.28630 -3.38400
90 H -3.83400 2.24070 -0.27260
91 C -1.91220 1.76940 -5.65990
92 H -3.92220 0.45900 -4.47650
93 H 1.62350 -6.27340 -5.79210
94 H 3.83560 2.36860 -2.82240
95 O 3.23490 -3.07860 -1.96510
96 Cd 0.21020 -1.39530 0.24130
97 C -3.15610 4.31080 1.74880
98 N -1.90540 -2.11530 1.49490
99 H 6.68240 1.24360 -1.07470
100 C -2.02680 -2.70870 3.79460
101 C -3.62820 -2.76120 -3.29940
102 H 2.84880 -5.54250 -3.14180
103 C 1.76370 2.17710 -2.24490
104 H 0.81640 3.37490 -0.75520
105 H 1.46250 1.52600 -3.06730
106 H -1.56860 -7.32360 -1.89640
107 P -0.93600 1.99460 -1.60080
108 H -3.87410 4.72010 2.46720
109 H 0.63630 3.37570 -4.53040
110 H -5.09800 1.76330 -4.32840
111 C -2.13810 -1.31410 -1.78600
112 H -0.10090 -4.81160 0.24120
113 C -1.32040 1.41230 -4.29090
114 H -4.63550 -4.09160 -4.64240
115 H -1.50190 5.15630 -0.56150
116 C -1.24010 -3.01280 -3.22950
117 C 5.70550 0.40750 0.64430
118 N -1.87100 -5.76160 1.78480
119 H -2.63000 1.17010 0.40560

2 unconnected molecules or ions with the total composition CH5N2OS, computed with the ωB97M-V functional and the def2-TZVPD basis.

* total charge: +1
* ΔE to the lowest compared entry with this formula, charge and spin: 169.5 kJ/mol
* E_HOMO: -13.11 eV
* HOMO-LUMO gap: 9.03 eV

Cartesian coordinates (Å):
1 H -0.57799 0.86863 -0.30969
2 C 1.06378 -1.82453 0.54241
3 H 0.97935 -0.06629 1.23173
4 N -1.13614 1.70774 -0.63410
5 H -0.93874 2.51836 -0.03786
6 S 1.09038 -3.34683 -0.21640
7 H -2.13861 1.47565 -0.57228
8 H -0.90482 1.91938 -1.61105
9 O 1.99421 -2.57350 1.08201
10 N 0.56858 -0.67861 0.52523

A molecular structure, C23H19Cl5N4NiO4S, computed with the ωB97M-V functional and the def2-TZVPD basis.

* total charge: 0
* ΔE to the lowest compared entry with this formula, charge and spin: 59.7 kJ/mol
* E_HOMO (alpha / beta): -5.97 / -5.97 eV
* HOMO-LUMO gap (alpha / beta): 4.07 / 4.07 eV

Cartesian coordinates (Å):
1 C -2.24301 6.34871 0.70706
2 H 3.66975 -3.18766 2.68567
3 H 0.42172 -7.24345 2.12383
4 C -1.09010 4.27268 0.59025
5 C 3.61047 -6.67161 -0.31854
6 H 2.85135 -10.08704 -0.29452
7 H 4.28090 -8.28239 -1.66460
8 H -0.51176 -6.30820 -0.62727
9 C 0.16912 -6.31164 0.22888
10 C 4.14061 -6.85558 0.96543
11 C 3.75801 -9.07396 1.32307
12 C 4.52391 -7.85764 1.58466
13 C 2.56556 -3.56213 0.06809
14 N -0.97115 2.95911 -1.35375
15 C 3.52503 -2.28397 2.05235
16 C 1.93833 -1.66028 -1.29160
17 C 1.14926 -4.68154 2.10242
18 C 3.60418 -5.51936 -1.08893
19 S 2.78289 -0.78349 -0.03445
20 H 4.88360 -5.20928 3.57212
21 O -0.45191 1.88467 -1.86886
22 H -2.80258 7.14041 0.22818
23 O 3.58683 -5.43279 -2.32343
24 C 1.59832 -4.31917 0.93062
25 H -0.23362 3.51380 2.39829
26 C -0.32373 -7.23697 1.32471
27 H 1.14616 -6.63112 -0.12085
28 H -2.30798 7.25834 2.64742
29 C -1.80632 5.27462 -0.04800
30 C 3.30285 -9.17121 0.06363
31 H -2.01404 5.21295 -1.10572
32 N 0.31488 -4.92358 0.69715
33 O 1.61341 0.02527 0.57888
34 Ni 0.59422 0.95742 -0.72455
35 C -1.68513 -6.84082 1.87916
36 H -1.02324 5.44967 3.73580
37 C 3.47111 -8.05761 -0.96246
38 C -0.79600 4.31341 1.94128
39 C 1.80081 -2.97275 -1.13515
40 C 2.99691 -2.30339 0.83795
41 H -2.03267 -7.55887 2.62198
42 H -0.49507 -4.33310 0.57501
43 N 3.76412 -4.24934 -0.36330
44 Cl 4.01469 -0.85272 2.84718
45 Cl 2.01111 -8.14974 -2.07298
46 Cl 0.93755 -3.95846 -2.19657
47 Cl 3.62699 -5.08406 3.79720
48 Cl 1.10190 -0.60374 -2.37948
49 C -1.96329 6.41378 2.06632
50 H 4.21750 -3.67595 -1.07156
51 C -1.24242 5.40053 2.67813
52 H -0.35015 -8.24639 0.90867
53 N -0.62673 3.13755 -0.16672
54 H -1.63544 -5.86604 2.36888
55 H 3.63966 -9.88435 2.03091
56 O 0.18042 2.27682 0.44659
57 H -2.43771 -6.79329 1.08691